The following is a quantum chemistry calculation of 12 unconnected molecules or ions with the total composition C41H103O38P7 in a non-equilibrium geometry, from the Open Molecules 2025 dataset.

largest force on an atom = 5.7 eV Å⁻¹
HOMO-LUMO gap (alpha / beta) = 8.7 / 1.5 eV
total charge = +1
LUMO level (alpha / beta) = -2.57 / -9.78 eV
electronic energy = -6872.6258 a.u.
2S+1 = 2

Each line ends with the Löwdin charge.
CARTESIAN COORDINATES (ANGSTROEM)
C -0.729 -1.722 -0.493  -0.11
O -0.750 -0.305 -0.431  -0.21
P 0.508 0.535 0.160  0.54
O 0.996 0.005 1.507  -0.27
O 1.588 0.609 -1.023  -0.22
C 2.914 0.918 -0.689  -0.12
O -0.086 2.078 0.260  -0.23
C -0.620 2.559 1.493  -0.09
H 0.217 -2.101 -0.105  0.07
H -0.878 -2.219 -1.451  0.07
H -1.527 -2.126 0.131  0.09
H 3.128 1.985 -0.758  0.09
H 3.559 0.380 -1.384  0.10
H 3.257 0.494 0.255  0.06
H -0.316 3.597 1.631  0.07
H -0.255 2.019 2.366  0.08
H -1.702 2.608 1.370  0.08
C -4.432 -2.969 4.753  -0.04
O -5.681 -2.530 4.062  -0.26
P -5.715 -2.167 2.458  0.54
O -4.649 -2.890 1.679  -0.28
O -5.473 -0.559 2.350  -0.21
C -4.465 -0.107 1.512  -0.14
O -7.304 -2.411 2.063  -0.22
C -8.369 -1.987 2.931  -0.11
H -4.053 -2.210 5.438  0.08
H -3.623 -3.147 4.045  0.05
H -4.712 -3.903 5.241  0.09
H -3.964 0.651 2.114  0.08
H -4.732 0.304 0.539  0.09
H -3.564 -0.721 1.495  0.07
H -8.786 -1.005 2.704  0.09
H -8.072 -2.108 3.972  0.08
H -9.277 -2.590 2.913  0.08
C 3.305 -6.771 -5.466  -0.10
O 3.334 -5.380 -5.827  -0.23
P 1.966 -4.468 -5.748  0.45
O 0.831 -5.302 -5.180  -0.28
O 1.801 -3.959 -7.234  -0.19
C 2.738 -3.196 -7.854  -0.14
O 2.365 -3.147 -5.002  -0.21
C 1.378 -2.311 -4.405  -0.08
H 4.039 -7.277 -6.093  0.09
H 2.330 -7.166 -5.753  0.08
H 3.565 -7.026 -4.439  0.08
H 2.852 -3.637 -8.844  0.10
H 3.693 -3.299 -7.339  0.09
H 2.573 -2.124 -7.962  0.10
H 0.381 -2.584 -4.057  0.08
H 1.062 -1.718 -5.263  0.09
H 1.890 -1.759 -3.616  0.09
C 3.733 -2.915 1.813  -0.11
O 3.289 -3.367 3.085  -0.21
P 3.683 -2.713 4.545  0.50
O 2.686 -2.668 5.642  -0.23
O 5.007 -3.541 4.977  -0.23
C 5.766 -3.033 6.081  -0.11
O 4.339 -1.216 4.294  -0.26
C 3.488 -0.039 4.092  -0.07
H 4.063 -1.876 1.812  0.07
H 3.141 -3.108 0.919  0.08
H 4.686 -3.364 1.535  0.09
H 6.773 -3.260 5.731  0.08
H 5.648 -3.638 6.980  0.09
H 5.835 -1.981 6.358  0.09
H 3.046 -0.048 3.096  0.06
H 4.048 0.895 4.045  0.08
H 2.807 0.236 4.897  0.09
C -7.740 3.604 0.895  -0.10
O -7.381 2.594 -0.073  -0.23
P -6.488 2.898 -1.406  0.50
O -5.943 1.642 -2.016  -0.26
O -7.314 3.892 -2.394  -0.24
C -8.732 3.554 -2.622  -0.05
O -5.238 3.868 -0.922  -0.26
C -3.907 3.669 -1.486  -0.07
H -7.033 3.631 1.723  0.09
H -8.737 3.535 1.330  0.09
H -7.687 4.613 0.485  0.08
H -9.117 4.344 -3.267  0.10
H -9.266 3.288 -1.709  0.08
H -8.623 2.630 -3.190  0.08
H -3.774 4.417 -2.268  0.09
H -3.743 2.644 -1.818  0.07
H -3.125 3.948 -0.780  0.08
C 7.456 -0.653 2.933  -0.15
O 7.609 -0.925 1.598  -0.22
P 7.051 0.152 0.469  0.57
O 5.724 0.746 0.831  -0.24
O 8.302 1.185 0.350  -0.21
C 8.306 2.043 -0.761  -0.12
O 7.069 -0.637 -1.005  -0.22
C 8.125 -1.414 -1.457  -0.14
H 8.339 -0.174 3.355  0.10
H 7.395 -1.571 3.518  0.09
H 6.555 -0.068 3.118  0.07
H 7.315 2.273 -1.154  0.08
H 8.888 1.563 -1.548  0.09
H 8.808 2.986 -0.547  0.10
H 8.710 -0.911 -2.227  0.09
H 7.753 -2.369 -1.828  0.09
H 8.872 -1.628 -0.693  0.09
C 0.587 -5.608 -1.013  -0.02
O 1.316 -6.558 -0.272  -0.11
P 0.706 -7.873 0.403  0.60
O -0.280 -7.622 1.529  -0.12
O 0.195 -8.678 -0.963  -0.07
C -1.136 -8.632 -1.406  -0.03
O 1.980 -8.873 0.688  -0.19
C 2.128 -9.676 1.831  -0.09
H -0.467 -5.687 -0.747  0.11
H 0.797 -5.765 -2.071  0.12
H 0.965 -4.679 -0.588  0.11
H -1.821 -8.395 -0.592  0.11
H -1.415 -9.595 -1.832  0.13
H -1.252 -7.839 -2.146  0.13
H 1.246 -9.878 2.438  0.10
H 2.809 -9.185 2.527  0.11
H 2.545 -10.618 1.476  0.11
O 2.182 4.562 2.293  0.09
C 2.967 4.277 1.406  -0.54
O 2.775 4.414 0.112  -0.02
C 1.782 5.213 -0.457  -0.22
C 2.485 6.515 -0.711  -0.05
C 4.218 3.507 1.716  0.02
H 0.941 5.364 0.220  0.11
H 1.315 4.708 -1.302  0.11
H 2.193 7.156 -1.544  0.08
H 3.497 6.318 -1.066  0.07
H 2.727 7.093 0.181  0.09
H 4.924 3.476 0.886  0.08
H 3.905 2.478 1.896  0.07
H 4.617 3.793 2.689  0.10
O 4.852 2.205 -3.414  0.09
C 4.357 3.329 -3.345  -0.43
O 3.038 3.632 -3.077  -0.03
C 2.030 2.828 -3.350  -0.31
C 1.456 2.729 -4.777  -0.02
C 5.200 4.613 -3.280  0.02
H 1.264 3.308 -2.742  0.11
H 2.146 1.862 -2.858  0.10
H 0.603 3.404 -4.845  0.07
H 0.878 1.829 -4.986  0.07
H 2.298 2.795 -5.467  0.08
H 6.138 4.469 -3.816  0.08
H 5.423 4.937 -2.263  0.08
H 4.688 5.441 -3.770  0.08
O -3.613 8.070 3.325  0.07
C -3.110 7.047 2.818  -0.50
O -3.645 6.193 1.965  0.00
C -4.861 6.424 1.276  -0.23
C -4.789 7.416 0.163  -0.06
C -1.734 6.557 3.250  0.01
H -5.455 6.850 2.085  0.12
H -5.441 5.571 0.924  0.09
H -4.380 8.378 0.472  0.08
H -5.719 7.621 -0.368  0.09
H -4.099 7.071 -0.606  0.07
H -1.066 6.273 2.436  0.07
H -1.638 6.017 4.192  0.09
H -1.117 7.341 3.689  0.08
O -3.055 -1.362 -5.514  0.06
C -3.403 -0.964 -4.397  -0.50
O -4.680 -0.803 -4.075  -0.01
C -5.740 -1.080 -4.971  -0.23
C -6.786 -0.039 -4.556  -0.08
C -2.463 -0.240 -3.426  0.04
H -6.127 -2.099 -4.979  0.12
H -5.545 -0.902 -6.028  0.12
H -6.321 0.934 -4.712  0.08
H -6.990 -0.209 -3.499  0.07
H -7.626 -0.276 -5.209  0.08
H -2.894 0.235 -2.545  0.08
H -1.993 0.548 -4.014  0.09
H -1.765 -1.017 -3.116  0.05
O -1.958 -0.166 7.120  0.08
C -2.125 0.447 6.060  -0.46
O -1.526 0.283 4.826  -0.03
C -0.493 -0.615 4.523  -0.22
C -0.870 -2.131 4.482  -0.04
C -2.774 1.814 6.099  0.01
H 0.345 -0.439 5.197  0.11
H 0.128 -0.472 3.639  0.08
H -1.241 -2.532 5.425  0.07
H 0.024 -2.704 4.236  0.06
H -1.631 -2.305 3.722  0.05
H -3.093 2.077 5.090  0.07
H -1.976 2.547 6.215  0.09
H -3.565 1.972 6.833  0.09

The following is a quantum chemistry calculation of 13 unconnected molecules or ions with the total composition C41H115O46P11 in a non-equilibrium geometry, from the Open Molecules 2025 dataset.

largest force on an atom = 4.9 eV Å⁻¹
HOMO-LUMO gap (alpha / beta) = 10.0 / 3.0 eV
total charge = +1
LUMO level (alpha / beta) = -1.86 / -8.67 eV
electronic energy = -8847.6407 a.u.
2S+1 = 2

Each line ends with the Löwdin charge.
CARTESIAN COORDINATES (ANGSTROEM)
C 6.160 -0.697 -0.960  -0.09
O 5.364 0.083 -0.070  -0.24
P 5.240 -0.408 1.492  0.44
O 4.631 -1.716 1.744  -0.22
O 4.420 0.799 2.150  -0.25
C 4.009 0.715 3.536  -0.05
O 6.732 -0.198 2.066  -0.21
C 7.389 1.063 2.006  -0.08
H 6.447 -1.604 -0.428  0.08
H 7.085 -0.216 -1.279  0.08
H 5.593 -0.937 -1.859  0.08
H 3.680 -0.254 3.910  0.08
H 3.233 1.438 3.786  0.08
H 4.823 1.011 4.199  0.10
H 7.703 1.369 3.004  0.10
H 6.707 1.850 1.685  0.07
H 8.313 1.011 1.431  0.10
C 5.792 6.748 1.578  -0.09
O 5.518 5.396 1.151  -0.21
P 5.697 4.905 -0.380  0.49
O 6.127 5.915 -1.380  -0.22
O 4.330 4.042 -0.724  -0.24
C 3.900 2.999 0.131  -0.11
O 6.724 3.682 -0.167  -0.22
C 7.078 2.901 -1.251  -0.13
H 4.919 7.168 2.078  0.08
H 6.038 7.551 0.882  0.09
H 6.539 6.697 2.371  0.09
H 4.754 2.620 0.693  0.06
H 3.460 2.151 -0.392  0.06
H 3.122 3.484 0.721  0.10
H 7.880 3.325 -1.855  0.10
H 6.245 2.652 -1.908  0.08
H 7.478 1.905 -1.063  0.06
C -1.872 -3.039 2.276  -0.09
O -2.459 -2.832 3.568  -0.23
P -3.818 -1.960 3.752  0.52
O -3.923 -0.763 2.851  -0.26
O -3.789 -1.716 5.345  -0.20
C -3.439 -2.714 6.253  -0.13
O -5.053 -3.050 3.554  -0.22
C -5.751 -3.334 2.354  -0.10
H -2.269 -2.456 1.444  0.07
H -1.898 -4.117 2.118  0.08
H -0.796 -2.867 2.265  0.07
H -2.434 -2.688 6.676  0.09
H -3.711 -3.721 5.937  0.09
H -4.156 -2.678 7.074  0.10
H -5.490 -2.670 1.529  0.07
H -6.807 -3.173 2.573  0.09
H -5.617 -4.367 2.032  0.08
C -6.601 2.537 -2.821  -0.08
O -6.627 1.134 -2.541  -0.23
P -5.459 0.092 -3.016  0.43
O -4.712 0.448 -4.256  -0.24
O -4.517 -0.025 -1.758  -0.22
C -5.007 -0.641 -0.555  -0.10
O -6.265 -1.295 -2.931  -0.22
C -6.863 -1.849 -4.135  -0.07
H -5.749 2.950 -2.280  0.06
H -7.494 3.029 -2.434  0.10
H -6.329 2.651 -3.870  0.09
H -5.184 -1.686 -0.807  0.07
H -5.886 -0.149 -0.139  0.11
H -4.256 -0.766 0.225  0.05
H -7.951 -1.875 -4.082  0.10
H -6.424 -2.797 -4.446  0.08
H -6.588 -1.254 -5.005  0.08
C 4.458 3.933 -4.073  -0.12
O 3.776 3.649 -5.270  -0.21
P 3.214 2.128 -5.508  0.45
O 4.204 1.195 -5.995  -0.22
O 2.414 1.718 -4.145  -0.23
C 2.920 0.717 -3.244  -0.09
O 2.062 2.438 -6.630  -0.20
C 0.947 3.311 -6.239  -0.08
H 4.133 3.438 -3.158  0.06
H 4.315 5.003 -3.920  0.10
H 5.534 3.856 -4.227  0.09
H 3.294 1.198 -2.340  0.06
H 3.755 0.130 -3.628  0.08
H 2.124 0.029 -2.959  0.08
H 0.516 3.800 -7.112  0.09
H 1.265 4.177 -5.658  0.06
H 0.166 2.832 -5.649  0.06
C -1.235 0.559 -4.540  -0.12
O -0.457 0.130 -5.638  -0.23
P -0.305 -1.496 -5.962  0.57
O -0.259 -2.314 -4.721  -0.27
O -1.650 -1.747 -6.956  -0.23
C -2.934 -2.040 -6.367  -0.10
O 0.986 -1.602 -6.969  -0.21
C 2.329 -1.432 -6.440  -0.07
H -2.191 0.901 -4.937  0.08
H -0.821 1.462 -4.092  0.06
H -1.470 -0.176 -3.771  0.07
H -3.586 -1.172 -6.273  0.07
H -2.834 -2.438 -5.357  0.06
H -3.448 -2.763 -6.999  0.09
H 2.348 -1.365 -5.352  0.07
H 2.842 -0.589 -6.902  0.08
H 2.902 -2.331 -6.663  0.09
C -3.820 2.476 0.861  -0.08
O -2.482 2.917 1.055  -0.26
P -1.995 4.112 2.068  0.49
O -0.547 4.360 2.243  -0.24
O -2.879 5.308 1.464  -0.21
C -2.217 6.342 0.715  -0.09
O -2.726 3.788 3.506  -0.22
C -2.730 2.479 4.087  -0.09
H -4.648 2.957 1.381  0.11
H -3.737 1.413 1.087  0.06
H -4.003 2.560 -0.210  0.08
H -2.173 7.276 1.275  0.09
H -2.791 6.572 -0.183  0.08
H -1.221 6.056 0.379  0.08
H -2.064 2.467 4.950  0.07
H -2.421 1.657 3.442  0.07
H -3.759 2.350 4.426  0.10
C 0.115 3.191 -1.667  -0.10
O -1.023 4.013 -1.828  -0.22
P -1.146 4.995 -3.113  0.55
O 0.140 5.414 -3.735  -0.23
O -2.122 4.073 -4.137  -0.24
C -3.452 3.820 -3.713  -0.13
O -2.249 6.096 -2.628  -0.25
C -2.372 7.296 -3.344  -0.11
H 0.911 3.397 -2.382  0.08
H -0.105 2.142 -1.864  0.07
H 0.525 3.333 -0.667  0.09
H -4.132 4.479 -4.253  0.10
H -3.615 4.026 -2.655  0.07
H -3.653 2.751 -3.784  0.06
H -2.303 8.114 -2.627  0.09
H -3.337 7.325 -3.851  0.09
H -1.613 7.513 -4.096  0.09
C -5.616 -5.537 -2.213  -0.08
O -4.612 -4.494 -2.112  -0.23
P -3.447 -4.705 -0.991  0.41
O -3.955 -5.212 0.270  -0.22
O -2.405 -5.663 -1.807  -0.21
C -1.721 -6.769 -1.127  -0.07
O -2.719 -3.299 -0.910  -0.21
C -2.241 -2.759 -2.140  -0.10
H -6.553 -5.173 -1.792  0.09
H -5.385 -6.481 -1.719  0.09
H -5.817 -5.772 -3.258  0.09
H -2.105 -7.704 -1.535  0.09
H -1.957 -6.906 -0.071  0.07
H -0.637 -6.714 -1.218  0.06
H -2.571 -1.747 -2.378  0.08
H -2.309 -3.400 -3.019  0.08
H -1.170 -2.691 -1.952  0.07
C -1.122 -5.873 5.545  -0.06
O 0.295 -6.116 5.294  -0.23
P 1.220 -5.130 4.444  0.45
O 2.633 -5.531 4.507  -0.22
O 0.795 -3.665 5.003  -0.22
C 1.542 -2.542 4.618  -0.11
O 0.404 -5.151 2.993  -0.27
C 0.104 -6.429 2.361  -0.08
H -1.442 -5.119 4.825  0.07
H -1.357 -5.653 6.587  0.09
H -1.638 -6.798 5.287  0.09
H 0.897 -1.901 4.018  0.07
H 2.480 -2.834 4.145  0.09
H 1.761 -1.964 5.515  0.09
H -0.980 -6.538 2.420  0.09
H 0.620 -7.256 2.850  0.10
H 0.367 -6.468 1.304  0.06
C 2.720 1.153 8.491  -0.06
O 1.857 0.586 7.414  -0.24
P 0.814 1.597 6.635  0.51
O -0.170 2.293 7.505  -0.23
O 0.109 0.677 5.494  -0.24
C -1.037 -0.055 5.788  -0.14
O 1.805 2.574 5.734  -0.25
C 1.272 3.569 4.957  -0.13
H 3.623 0.541 8.517  0.09
H 2.219 1.062 9.455  0.09
H 2.984 2.210 8.479  0.09
H -1.433 -0.269 4.795  0.07
H -1.747 0.401 6.478  0.10
H -0.801 -1.002 6.272  0.08
H 0.195 3.422 5.043  0.07
H 1.539 3.431 3.909  0.08
H 1.594 4.523 5.374  0.11
C -0.082 0.687 1.630  -0.09
C -0.914 0.299 0.366  -0.12
C -0.038 -0.570 -0.469  -0.17
O 1.224 0.038 -0.235  -0.05
C 1.301 0.374 1.132  -0.17
H -0.293 0.150 2.555  0.10
H -0.195 1.716 1.973  0.09
H -1.126 1.266 -0.092  0.09
H -1.894 -0.161 0.490  0.10
H -0.246 -0.579 -1.539  0.12
H -0.007 -1.640 -0.264  0.12
H 2.094 1.117 1.213  0.11
H 1.674 -0.486 1.688  0.13
C 3.669 -5.261 -1.493  -0.13
C 3.827 -3.922 -0.818  -0.15
C 2.570 -3.737 -0.029  -0.10
O 1.622 -4.682 -0.588  0.04
C 2.321 -5.794 -1.074  -0.15
H 4.385 -6.015 -1.167  0.13
H 3.710 -5.166 -2.578  0.13
H 3.935 -3.150 -1.581  0.12
H 4.689 -3.871 -0.152  0.12
H 2.260 -2.700 -0.159  0.13
H 2.813 -3.863 1.026  0.15
H 1.771 -6.314 -1.858  0.14
H 2.421 -6.466 -0.221  0.15

The following is a quantum chemistry calculation of a molecular structure, C41H24N11O11SSeTl in a non-equilibrium geometry, from the Open Molecules 2025 dataset.

largest force on an atom = 2.1 eV Å⁻¹
HOMO-LUMO gap = 4.7 eV
LUMO level = -2.65 eV
electronic energy = -5978.4831 a.u.

Each line ends with the Löwdin charge.
CARTESIAN COORDINATES (ANGSTROEM)
Tl -0.746 -0.961 -0.017  0.97
O 5.849 -1.112 3.194  0.09
N 4.913 -1.108 3.970  -0.33
O 5.034 -1.227 5.174  0.10
C 3.570 -0.970 3.461  -0.06
C 2.563 -1.093 4.388  0.10
C 1.209 -1.007 4.017  -0.11
C 0.154 -1.127 4.946  0.04
C -1.142 -1.050 4.505  0.00
C -1.377 -0.857 3.142  -0.06
N -0.404 -0.733 2.265  0.04
C 0.872 -0.812 2.658  -0.13
C 1.914 -0.691 1.673  -0.12
N 1.548 -0.509 0.392  0.06
C 2.472 -0.303 -0.532  -0.11
C 3.829 -0.287 -0.228  0.01
C 4.235 -0.525 1.066  0.05
C 3.275 -0.739 2.074  -0.03
H 2.824 -1.252 5.425  0.14
H 0.380 -1.289 5.988  0.13
H -1.974 -1.140 5.182  0.12
H -2.385 -0.807 2.752  0.12
H 2.115 -0.119 -1.537  0.11
H 4.562 -0.092 -0.995  0.13
H 5.283 -0.527 1.310  0.11
Se -1.176 -4.039 -2.753  1.36
N -1.022 -3.262 -4.322  -0.20
C -0.730 -1.974 -4.166  -0.36
C -0.468 -0.974 -5.116  0.04
C -0.180 0.288 -4.644  -0.02
C -0.138 0.566 -3.271  -0.07
N -0.368 -0.347 -2.347  0.07
C -0.665 -1.575 -2.794  -0.47
N -0.878 -2.538 -1.914  -0.27
H -0.496 -1.199 -6.170  0.13
H 0.030 1.085 -5.337  0.12
H 0.098 1.560 -2.916  0.13
O 1.732 9.583 0.067  -0.35
S 1.541 8.302 -0.559  0.40
O 2.492 7.270 -0.215  -0.37
O 1.073 8.302 -1.937  -0.36
C -0.062 7.631 0.092  -0.36
N -1.069 8.430 0.361  0.14
C -2.238 7.850 0.577  -0.11
C -2.402 6.469 0.533  0.00
C -1.264 5.719 0.241  -0.22
N -0.102 6.331 0.015  0.14
C -1.198 4.255 0.168  -0.12
C -2.304 3.411 0.081  0.02
C -2.096 2.044 0.031  -0.12
N -0.888 1.487 0.065  -0.02
C 0.170 2.294 0.121  -0.12
C 0.069 3.666 0.171  0.04
H -3.063 8.515 0.797  0.11
H -3.357 6.013 0.731  0.09
H -3.310 3.797 0.036  0.11
H -2.931 1.358 -0.044  0.09
H 1.139 1.820 0.126  0.09
H 0.939 4.303 0.199  0.13
C -2.748 -1.190 0.073  -0.13
C -3.955 -1.242 0.034  -0.09
C -5.370 -1.183 0.048  -0.26
C -5.983 -0.120 0.711  -0.03
C -7.359 -0.009 0.706  -0.08
C -8.130 -0.951 0.043  -0.08
C -7.523 -2.016 -0.604  -0.07
C -6.146 -2.138 -0.606  -0.03
H -5.372 0.610 1.223  0.11
H -7.831 0.815 1.219  0.11
H -9.205 -0.854 0.032  0.11
H -8.126 -2.754 -1.109  0.11
H -5.664 -2.962 -1.109  0.12
O -0.244 -4.775 -0.572  -0.10
C 0.526 -3.967 -0.054  -0.65
O 0.262 -2.995 0.697  -0.06
C 1.991 -4.055 -0.511  -0.06
C 2.982 -4.922 -0.073  0.10
C 4.237 -4.882 -0.677  -0.11
C 4.530 -4.017 -1.720  0.10
C 3.526 -3.165 -2.151  -0.12
C 2.278 -3.179 -1.548  0.04
N 3.740 -2.245 -3.243  -0.34
O 4.816 -2.250 -3.792  0.12
O 2.810 -1.511 -3.528  0.06
N 5.292 -5.771 -0.208  -0.36
O 6.332 -5.766 -0.821  0.10
O 5.050 -6.449 0.762  0.10
H 2.800 -5.640 0.712  0.14
H 5.505 -4.015 -2.185  0.14
H 1.519 -2.512 -1.923  0.10